[1]
Computed, not measured: a structure of composition ArH22O11, with ωB97M-V with the def2-TZVPD basis set.

Calculated values
energy above the lowest of the compared OMol25 structures with the same formula, charge and spin: 68.26 kJ/mol
HOMO-LUMO gap: 9.74 eV
net charge: 0

Positions of all 34 atoms, in Å:
Ar -0.163 0.733 -0.081
O -1.612 -1.981 2.332
H -2.053 -2.674 2.823
H -1.018 -2.445 1.742
O 2.560 -2.044 -0.298
H 3.232 -1.484 -0.687
H 2.459 -1.712 0.595
O 1.274 -0.056 -2.995
H 0.323 0.032 -2.942
H 1.610 0.778 -2.666
O 2.045 2.435 -1.821
H 2.333 3.044 -2.502
H 1.377 2.918 -1.334
O -0.455 -2.475 -1.282
H -0.348 -3.187 -1.912
H 0.287 -1.893 -1.449
O 0.516 0.338 3.124
H -0.118 -0.362 2.966
H 0.226 0.744 3.941
O -3.843 -0.446 2.117
H -3.686 0.317 1.561
H -2.975 -0.828 2.251
O 3.946 0.116 -1.301
H 3.447 0.920 -1.443
H 4.431 -0.012 -2.116
O 1.721 2.726 1.984
H 1.607 1.834 2.313
H 0.913 2.911 1.506
O -3.306 1.517 0.292
H -2.991 0.861 -0.330
H -4.054 1.923 -0.145
O -2.879 -0.884 -1.190
H -2.004 -1.234 -1.026
H -2.802 -0.427 -2.028

***

[2]
Computed, not measured: a structure of composition C20H23Br4ClO2 in a non-equilibrium geometry, with ωB97M-V with the def2-TZVPD basis set.

Calculated values
energy above the lowest of the compared OMol25 structures with the same formula, charge and spin: 899.66 kJ/mol
HOMO-LUMO gap: 4.26 eV
net charge: 0

Positions of all 50 atoms, in Å:
C -3.997 -0.144 -2.524
C -2.969 -1.136 -2.316
C -1.792 -0.813 -1.282
C -2.043 -1.226 0.210
C -3.402 -1.963 0.628
C -3.354 -3.509 0.175
C -2.224 -4.385 0.904
C -0.761 -4.295 0.235
C -0.979 -0.972 1.306
C 0.354 -0.294 0.869
C 0.603 0.111 -0.609
C -0.460 -0.126 -1.754
C -0.174 0.271 -3.266
O -0.937 0.032 -4.235
C 1.230 0.996 -3.583
Cl 1.687 1.602 -5.254
C 2.187 1.181 -2.555
C 1.992 0.763 -1.032
O 2.863 0.936 -0.129
H -3.945 0.644 -3.344
H -4.933 -0.193 -1.857
H -3.022 -2.135 -2.877
H -4.241 -1.445 0.019
H -3.669 -1.801 1.725
H -3.334 -3.624 -0.973
H -4.372 -3.961 0.500
H -2.557 -5.489 0.800
H -2.211 -4.053 2.009
H -0.280 -5.303 0.001
H -0.075 -3.795 1.023
H -0.736 -3.572 -0.667
H -1.197 -1.316 2.378
H 1.131 -0.116 1.707
H 3.190 1.670 -2.828
Br 1.271 3.038 -0.160
C 1.956 4.860 -0.284
C 1.026 5.743 -1.077
Br 1.193 5.407 -2.990
H 2.957 4.794 -0.711
H 2.028 5.206 0.749
H 1.290 6.795 -0.949
H -0.025 5.604 -0.820
Br 1.858 -0.221 3.753
C 3.438 0.440 4.683
C 4.307 1.264 3.766
Br 5.329 0.132 2.553
H 3.950 -0.428 5.097
H 3.052 1.052 5.500
H 5.055 1.815 4.338
H 3.742 1.963 3.148

***

[3]
Computed, not measured: a structure of composition C10H33FNO7Zr in a non-equilibrium geometry, with ωB97M-V with the def2-TZVPD basis set.

Calculated values
HOMO-LUMO gap: 2.64 eV
net charge: +3

Positions of all 53 atoms, in Å:
Zr 0.158 3.112 -2.578
F 0.912 1.752 -1.035
C 2.549 -1.090 -2.154
O 3.452 -0.206 -2.887
H 1.575 -0.610 -2.064
H 2.494 -1.824 -2.957
H 2.853 -1.433 -1.165
H 3.912 -0.676 -3.586
O 0.281 4.478 -0.753
H 0.756 4.417 0.076
H -0.373 5.161 -0.605
O 4.395 1.850 -1.186
H 3.756 1.765 -0.478
H 4.077 1.259 -1.869
O -0.709 1.001 -3.288
H -1.554 0.785 -2.894
H -0.708 0.536 -4.125
O 1.820 1.835 -3.558
H 2.189 2.099 -4.401
H 2.405 1.145 -3.245
O 2.693 1.767 1.077
H 2.522 1.085 1.727
H 2.021 1.634 0.408
C -1.553 1.262 1.663
C -1.278 -0.109 2.389
C -2.634 -0.765 2.712
C -3.260 -1.476 1.561
C -2.336 -2.650 0.959
C -1.038 -1.988 0.520
N -0.426 -1.034 1.572
O 0.746 -0.463 1.203
C 0.028 -3.015 0.354
C -1.328 -1.257 -0.870
C -0.641 0.158 3.771
H -0.580 1.747 1.579
H -2.153 1.987 2.213
H -1.982 1.147 0.667
H -2.588 -1.432 3.572
H -3.337 -0.044 3.128
H -3.553 -0.869 0.705
H -4.124 -2.035 1.920
H -2.845 -3.154 0.138
H -2.237 -3.414 1.730
H 0.334 -3.395 1.329
H -0.395 -3.892 -0.136
H 0.836 -2.598 -0.247
H -0.443 -0.853 -1.361
H -1.663 -1.961 -1.631
H -2.091 -0.479 -0.854
H 0.421 0.392 3.852
H -0.680 -0.705 4.435
H -1.237 0.952 4.220
H 0.557 0.099 0.448

***

[4]
Computed, not measured: a cluster of 7 separate species, C29H37N6O in total in a non-equilibrium geometry, with ωB97M-V with the def2-TZVPD basis set.

Calculated values
energy above the lowest of the compared OMol25 structures with the same formula, charge and spin: 383.17 kJ/mol
HOMO-LUMO gap: 8.01 eV
net charge: +1

Positions of all 73 atoms, in Å:
N -0.158 0.569 0.418
H -0.010 -0.120 1.141
H -0.851 0.254 -0.246
H 0.723 0.830 0.000
H -0.532 1.383 0.887
C 1.715 0.617 -6.936
C 2.718 -0.284 -6.249
C 2.036 -0.497 -4.869
O 1.393 0.716 -4.562
C 1.216 1.484 -5.773
H 0.911 0.002 -7.340
H 2.045 1.208 -7.791
H 3.659 0.267 -6.237
H 3.003 -1.242 -6.684
H 2.681 -0.918 -4.097
H 1.260 -1.256 -4.966
H 1.869 2.357 -5.787
H 0.173 1.799 -5.813
N 4.985 2.282 0.324
C 5.539 2.089 1.571
C 6.870 2.280 1.855
C 7.695 2.765 0.828
C 7.199 2.909 -0.457
C 5.866 2.728 -0.647
H 4.871 1.726 2.338
H 7.268 2.127 2.847
H 8.739 2.881 1.077
H 7.857 3.121 -1.286
H 5.442 2.876 -1.630
N 1.552 -4.827 0.154
C 0.951 -5.815 -0.553
C 1.123 -7.170 -0.267
C 1.938 -7.572 0.781
C 2.660 -6.576 1.485
C 2.426 -5.216 1.135
H 0.170 -5.646 -1.280
H 0.556 -7.893 -0.835
H 2.045 -8.604 1.083
H 3.322 -6.792 2.310
H 2.869 -4.378 1.653
N -4.014 -0.051 -2.994
C -4.985 0.926 -3.052
C -5.896 1.047 -4.096
C -5.794 0.160 -5.191
C -4.789 -0.826 -5.192
C -3.931 -0.888 -4.098
H -4.974 1.652 -2.252
H -6.589 1.855 -3.915
H -6.470 0.141 -6.033
H -4.666 -1.488 -6.037
H -3.161 -1.636 -3.976
N -2.765 4.358 3.047
C -2.284 5.600 2.848
C -2.916 6.726 3.359
C -4.067 6.531 4.144
C -4.582 5.240 4.305
C -3.894 4.139 3.795
H -1.416 5.615 2.205
H -2.634 7.767 3.299
H -4.646 7.333 4.578
H -5.458 5.031 4.900
H -4.140 3.098 3.944
N -1.205 -1.929 4.893
C -1.901 -3.105 4.975
C -2.596 -3.560 6.090
C -2.474 -2.833 7.261
C -1.792 -1.608 7.231
C -1.225 -1.163 6.018
H -1.897 -3.755 4.112
H -3.201 -4.451 6.007
H -2.975 -3.196 8.146
H -1.761 -0.973 8.105
H -0.699 -0.220 5.992